Entry 1:
Density functional theory data (ωB97M-V/def2-TZVPD) for C35H34N2O10Tb as an isolated structure at a distorted geometry.

XYZ file:
```
82
C35H34N2O10Tb | OMol25 | ωB97M-V/def2-TZVPD
Tb 1.85828 0.72046 -0.20137
C 6.19476 2.40825 0.61868
O 6.08328 1.12168 -0.02121
C 4.93111 0.50884 0.17369
O 4.05686 0.89398 0.93796
N 4.87065 -0.66487 -0.53086
N 3.62570 -1.30294 -0.55798
H 7.21402 2.72611 0.42039
H 6.02831 2.30211 1.68879
H 5.48002 3.09557 0.16879
H 5.43544 -0.69077 -1.36682
H 3.72899 -2.28190 -0.33415
H 3.13293 -1.21995 -1.45035
C -4.52818 -0.63926 -0.38087
C -3.29368 0.18009 -0.08551
C -3.58753 1.64210 0.18790
O -2.42251 0.07459 -1.19162
C -1.08234 0.00634 -0.72858
C -1.23119 -0.65936 0.67438
O -2.60372 -0.40968 1.01008
C -0.26567 -0.22914 1.82112
O 1.01934 -0.45125 1.34184
C -0.42723 1.24633 2.28169
C -1.64527 1.69655 2.80246
C -1.79082 2.99309 3.26380
C -0.71417 3.87357 3.23749
C 0.51083 3.42788 2.77650
C 0.65151 2.12213 2.32149
C -0.47932 -1.10541 3.07531
C -1.46677 -2.06183 3.20084
C -1.55915 -2.85605 4.35036
C -0.67312 -2.69162 5.37206
C 0.32224 -1.73075 5.25117
C 0.40718 -0.94951 4.11034
C -0.27477 -0.74698 -1.85924
O 1.09383 -0.56441 -1.67409
C -0.59436 -0.11486 -3.22265
C -0.63062 -0.87342 -4.38430
C -0.75976 -0.26594 -5.62966
C -0.84356 1.11362 -5.72830
C -0.79129 1.88340 -4.57162
C -0.67100 1.27333 -3.33444
C -0.65634 -2.22289 -1.78875
C -1.91204 -2.67850 -2.19094
C -2.26586 -4.01246 -2.04501
C -1.36977 -4.91927 -1.49215
C -0.11813 -4.47568 -1.09061
C 0.23096 -3.13850 -1.23998
H -5.01967 -0.27220 -1.28292
H -5.23245 -0.57673 0.45022
H -4.23560 -1.67881 -0.52392
H -4.13214 2.06445 -0.65813
H -2.66134 2.20061 0.32026
H -4.19097 1.75814 1.09025
H -0.68593 1.02564 -0.60324
H -1.08429 -1.73731 0.57458
H -2.48085 1.01334 2.84894
H -2.74942 3.31914 3.65021
H -0.82854 4.89196 3.58747
H 1.36725 4.08962 2.76373
H 1.64662 1.78723 2.05811
H -2.19083 -2.20003 2.40869
H -2.33991 -3.60352 4.42857
H -0.74564 -3.30358 6.26294
H 1.03884 -1.59130 6.05245
H 1.19316 -0.21046 4.00844
H -0.54631 -1.95133 -4.32815
H -0.78416 -0.87845 -6.52343
H -0.93371 1.58934 -6.69748
H -0.82145 2.96432 -4.62224
H -0.60710 1.90520 -2.45770
H -2.61326 -1.97967 -2.62694
H -3.24573 -4.34449 -2.36753
H -1.64702 -5.95982 -1.37475
H 0.58862 -5.16739 -0.64805
H 1.19194 -2.77810 -0.89940
O 4.05203 3.71842 -1.27320
C 3.19279 2.88017 -1.50389
O 3.36204 1.60287 -1.65148
C 1.68490 3.30293 -1.52732
O 1.25327 4.11725 -2.30937
O 0.98676 2.64977 -0.61175
```

## Properties
2S+1 ... 7
Max |F| ... 1.254 eV/A
Gap between HOMO and LUMO (spin up / spin down) ... 0.2976 / 0.2978 hartree
Energy above the lowest of the compared OMol25 structures with the same formula, charge and spin ... 0.0 kcal/mol
Net charge ... -1
Total energy ... -3040.69946 a.u.

Here are the Mulliken charges for atoms 1 to 4, given in e: 0.173, -0.495, -0.431, 0.868

=====

Entry 2:
Density functional theory data (ωB97M-V/def2-TZVPD) for a 2-piece molecular cluster, C35H35BO4 overall at a distorted geometry.

XYZ file:
```
75
C35H35BO4 | OMol25 | ωB97M-V/def2-TZVPD
C -2.29559 -2.53175 6.69781
C -2.96337 -2.24263 5.44157
C -4.26410 -2.36749 5.05378
C -4.35963 -1.89423 3.70999
C -3.10284 -1.47587 3.33768
B -2.46960 -0.87415 1.95232
C -3.68069 -1.17983 1.01103
C -3.96526 -2.17300 0.11653
C -5.24046 -1.87305 -0.47394
C -5.70081 -0.73493 0.14977
C -6.90884 0.05054 0.04058
O -4.74321 -0.28727 1.03839
C -2.43211 0.64157 2.30247
C -2.21886 1.37981 3.43760
C -2.36144 2.76459 3.10447
C -2.64268 2.80560 1.76065
C -2.72396 3.85399 0.76979
O -2.74396 1.52557 1.29866
C -1.25640 -1.87791 2.09152
C 0.07726 -1.65956 2.32186
C 0.71921 -2.93719 2.45750
C -0.28994 -3.87127 2.40860
C -0.31963 -5.29284 2.69979
O -1.48043 -3.23404 2.11802
O -2.25073 -1.72661 4.39792
H -3.00935 -3.02945 7.35087
H -1.43721 -3.19663 6.56463
H -1.97066 -1.61817 7.20036
H -5.08217 -2.75282 5.65066
H -5.27336 -1.88790 3.11422
H -3.33568 -3.02253 -0.12235
H -5.73524 -2.40029 -1.28720
H -7.41007 -0.19401 -0.90288
H -7.61300 -0.18491 0.85429
H -6.69551 1.12837 0.06030
H -2.02841 0.98572 4.42766
H -2.26045 3.61052 3.78116
H -2.96555 4.80676 1.25438
H -1.75935 3.97513 0.25342
H -3.48862 3.62263 0.01974
H 0.56455 -0.70241 2.43929
H 1.77788 -3.12848 2.60495
H 0.70765 -5.67269 2.66102
H -0.69810 -5.48752 3.71315
H -0.93075 -5.85057 1.97861
C -4.94790 -0.36762 -5.17499
C -4.11597 -0.31155 -3.92828
C -3.33469 -1.41393 -3.54339
C -2.53611 -1.37374 -2.41292
C -2.46413 -0.20584 -1.60753
C -1.51444 -0.04990 -0.52564
C -0.59786 1.05637 -0.61898
C 0.40847 1.29875 0.35499
C 1.23473 2.40978 0.29578
C 1.15170 3.34516 -0.74503
C 2.02062 4.56711 -0.75372
C 0.24389 3.07005 -1.77694
C -0.55688 1.94596 -1.74610
C -3.29867 0.88045 -1.97657
C -4.09938 0.82104 -3.10682
H -5.37872 0.61161 -5.40255
H -4.35399 -0.68158 -6.04343
H -5.77686 -1.08253 -5.08548
H -3.35978 -2.31808 -4.15655
H -1.88042 -2.21669 -2.16858
H -1.18328 -0.93174 0.02543
H 0.55802 0.56753 1.13895
H 1.97490 2.57613 1.08277
H 1.54246 5.40410 -1.27359
H 2.24085 4.88483 0.27261
H 2.98607 4.39373 -1.24329
H 0.17899 3.75234 -2.62811
H -1.14270 1.69825 -2.63583
H -3.24059 1.79791 -1.39462
H -4.70659 1.68768 -3.38204
```

## Properties
Max |F| ... 3.921 eV/A
Gap between HOMO and LUMO ... 0.1381 hartree
Energy above the lowest of the compared OMol25 structures with the same formula, charge and spin ... 0.0 kcal/mol
Total energy ... -1680.34994 a.u.

Here are the Mulliken charges for atoms 1 to 4, given in e: -1.388, 0.408, -1.097, -0.917